(1)
Below is C34H20BrCl2EuN6O7 as an isolated structure at a distorted geometry, with properties calculated with the ωB97M-V functional and the def2-TZVPD basis.

Each line ends with the Mulliken charge.
Cartesian coordinates (Å):
Eu  0.1406  0.1456  -0.0598  0.17
C  3.3293  1.0355  3.3121  -1.11
C  2.5127  1.1291  2.1832  -0.45
N  2.1838  0.0932  1.4347  0.48
C  2.6725  -1.1230  1.7685  -0.09
C  3.4884  -1.3204  2.9024  1.08
C  3.8109  -0.1975  3.6791  -0.94
C  3.9410  -2.6365  3.2363  -0.90
C  3.6272  -3.6920  2.4568  -0.82
C  2.8714  -3.5185  1.2551  1.11
C  2.6113  -4.5856  0.3797  -0.81
C  1.9583  -4.3349  -0.7986  -1.23
C  1.5631  -3.0228  -1.0858  -0.48
N  1.7483  -2.0084  -0.2645  0.62
C  2.3979  -2.2422  0.8963  -0.40
H  3.5640  1.9254  3.8803  0.39
H  2.1199  2.0887  1.8679  0.50
H  4.4398  -0.3160  4.5535  0.35
H  4.5422  -2.7673  4.1284  0.38
H  3.9528  -4.6924  2.7169  0.37
H  2.9492  -5.5806  0.6438  0.38
H  1.7434  -5.1240  -1.5056  0.46
H  1.0669  -2.8032  -2.0246  0.68
Br  4.5132  -0.2845  -0.9970  -0.09
C  3.1921  0.1959  -2.2742  0.26
C  3.5451  0.1361  -3.6105  -0.66
C  2.6133  0.5756  -4.5384  -0.40
C  1.4085  1.0780  -4.0881  -0.65
C  1.1518  1.0889  -2.7246  0.78
N  2.0268  0.6202  -1.8173  -0.01
C  -0.1021  1.7530  -2.1484  0.16
O  -1.0669  1.9428  -2.8817  -0.70
O  0.0355  2.1026  -0.9240  -0.31
H  4.5198  -0.2253  -3.9021  0.42
H  2.8431  0.5456  -5.5956  0.43
H  0.6487  1.4674  -4.7504  0.49
O  -3.2339  -4.9396  -0.0925  -0.64
C  -2.4423  -4.0275  -0.0579  0.57
C  -1.6917  -3.4371  -1.2318  -0.10
O  -1.4895  -3.9707  -2.3077  -0.71
C  -1.1958  -2.1372  -0.7698  1.30
C  -1.2845  -2.0825  0.6481  0.57
O  -0.7525  -1.1436  1.3588  -0.49
C  -2.0225  -3.2346  1.1589  -0.06
O  -2.2496  -3.5193  2.3229  -0.71
O  -0.6668  -1.2124  -1.4896  -0.53
N  -4.7354  9.4853  2.5762  -0.53
C  -4.2694  8.4339  2.5694  0.07
C  -3.6804  7.1302  2.5679  0.49
C  -3.3878  6.5005  3.7769  -0.82
C  -2.8005  5.2501  3.7807  -0.45
C  -2.5091  4.6209  2.5750  0.55
C  -2.8128  5.2386  1.3646  -0.27
C  -3.3919  6.4926  1.3614  -0.86
N  -1.8902  3.3574  2.5661  0.29
C  -2.1004  2.3071  3.4398  -0.51
C  -1.2963  1.2989  3.0063  -0.99
N  -0.5868  1.7087  1.9001  0.28
C  -0.9636  2.9376  1.6640  -0.95
H  -3.6145  7.0021  4.7076  0.43
H  -2.5523  4.7656  4.7151  0.48
H  -2.6076  4.7253  0.4342  0.58
H  -3.6297  6.9806  0.4263  0.44
H  -2.8139  2.3593  4.2432  0.49
H  -1.1824  0.3020  3.3991  0.69
H  -0.5821  3.5577  0.8690  0.71
Cl  -4.3649  -1.2277  -1.5077  -0.14
C  -4.0638  -0.1153  -0.1633  -0.37
Cl  -2.6182  0.8855  -0.4197  0.13
H  -3.9239  -0.6891  0.7474  0.19
H  -4.9157  0.5501  -0.1017  0.41

<S²>: 15.784
HOMO-LUMO gap (alpha / beta): 3.1 / 6.4 eV
charge: -1
multiplicity: 8

=====

(2)
Below is C34H22N7O4Sr as an isolated structure at a distorted geometry, with properties calculated with the ωB97M-V functional and the def2-TZVPD basis.

Each line ends with the Mulliken charge.
Cartesian coordinates (Å):
Sr  -5.4306  -10.5990  11.0184  2.04
O  -2.9872  -13.0480  13.9491  -0.76
C  -3.8402  -12.5745  13.1844  -0.09
N  -3.6296  -12.0019  11.9734  0.04
C  -2.5934  -12.3023  11.1246  -0.16
C  -1.6346  -13.2891  11.4377  -0.66
C  -0.6531  -13.5473  10.5048  -0.61
C  -0.5820  -12.8781  9.2974  -0.59
C  -1.4771  -11.8993  8.9360  -0.72
C  -2.5202  -11.6128  9.8397  0.19
N  -3.4764  -10.6741  9.5170  0.14
C  -3.5352  -9.9142  8.4094  -0.12
O  -2.8126  -9.9557  7.4012  -0.82
C  -4.6427  -8.8792  8.3876  0.76
C  -5.0240  -8.3229  7.1399  -0.66
C  -5.9696  -7.3185  7.1313  -0.27
C  -6.4627  -6.8140  8.3288  -0.69
C  -5.9861  -7.3584  9.5037  -0.44
N  -5.1779  -8.4163  9.5251  -0.24
C  -5.2825  -12.5857  13.6809  0.48
C  -5.6341  -13.5794  14.6176  -0.72
C  -6.9617  -13.6821  14.9712  -0.18
C  -7.9082  -12.7559  14.5036  -0.99
C  -7.4698  -11.7901  13.6208  -0.25
N  -6.1867  -11.7200  13.2305  0.12
H  -1.6951  -13.7826  12.3968  0.47
H  0.0864  -14.3243  10.7174  0.33
H  0.2301  -13.1010  8.6107  0.36
H  -1.4473  -11.3540  7.9968  0.50
H  -4.5027  -8.6751  6.2529  0.43
H  -6.3163  -6.8781  6.1985  0.38
H  -7.2156  -6.0389  8.3212  0.41
H  -6.2690  -6.9526  10.4659  0.57
H  -4.8666  -14.2260  15.0221  0.46
H  -7.2640  -14.4658  15.6477  0.42
H  -8.9287  -12.7854  14.8257  0.44
H  -8.1360  -11.0540  13.1694  0.35
O  -9.5102  -8.4969  5.7759  -0.74
C  -9.0256  -9.6384  5.7784  0.30
O  -8.9556  -10.4855  4.8892  -0.74
C  -8.4766  -10.0740  7.1031  -0.20
C  -7.6997  -11.2070  7.1945  -0.16
C  -7.1911  -11.5647  8.4430  0.52
N  -7.4601  -10.8186  9.5363  -0.57
C  -8.2115  -9.6979  9.4583  1.24
C  -8.7849  -9.3324  8.2379  -0.72
C  -8.4148  -8.9973  10.7537  -0.04
C  -9.5747  -8.2289  10.9816  -0.87
C  -9.6705  -7.5039  12.1595  -0.48
C  -8.6175  -7.5017  13.0790  -0.82
C  -7.5294  -8.2968  12.8083  -1.06
N  -7.4471  -9.0295  11.6928  0.82
C  -6.2584  -12.7015  8.6752  0.54
C  -5.5392  -13.3548  7.6536  -0.71
C  -4.6608  -14.3761  7.9851  -0.56
C  -4.5359  -14.7695  9.3158  -0.60
C  -5.3059  -14.1214  10.2569  -0.19
N  -6.0364  -13.0433  9.9645  -0.25
H  -7.5019  -11.7823  6.2779  0.48
H  -9.4531  -8.4788  8.1575  0.43
H  -10.3633  -8.2026  10.2415  0.52
H  -10.5597  -6.9206  12.3477  0.43
H  -8.6813  -6.9030  13.9682  0.47
H  -6.6783  -8.3550  13.4748  0.55
H  -5.6337  -13.0384  6.6068  0.29
H  -4.0841  -14.8922  7.2212  0.40
H  -3.8242  -15.5432  9.5926  0.38
H  -5.3832  -14.4578  11.2853  0.41

HOMO-LUMO gap: 5.6 eV
charge: -1

=====

(3)
Below is C34H23Br2FeN3O4S as an isolated structure, with properties calculated with the ωB97M-V functional and the def2-TZVPD basis.

Each line ends with the Mulliken charge.
Cartesian coordinates (Å):
Fe  -0.3397  -0.3472  0.0606  -0.44
O  -1.5831  -1.1315  1.4237  0.06
C  -2.6477  -1.8011  1.2673  0.28
C  -3.2031  -2.5256  2.3768  -0.99
C  -4.3750  -3.2296  2.2879  -0.45
C  -5.0959  -3.2857  1.0864  -0.94
C  -4.5803  -2.6117  -0.0054  -0.53
C  -3.3951  -1.8833  0.0449  1.15
C  -2.9222  -1.1707  -1.1465  -0.02
N  -1.8426  -0.4319  -1.2514  0.70
C  -1.7948  0.0590  -2.5353  -0.75
C  -2.8728  -0.3894  -3.2272  -0.86
N  -3.5913  -1.1597  -2.3322  -0.06
H  -2.6423  -2.4940  3.3041  0.33
H  -4.7493  -3.7540  3.1625  0.38
H  -6.0249  -3.8361  1.0115  0.35
H  -5.1370  -2.6628  -0.9377  0.18
H  -0.9778  0.6863  -2.8487  0.46
H  -3.1977  -0.2272  -4.2395  0.42
H  -4.4032  -1.7071  -2.5370  0.17
C  0.5849  -1.2266  3.2564  -1.33
C  1.5455  -0.3643  2.4978  0.78
C  2.7105  0.1268  3.1490  -0.94
C  3.6011  0.9123  2.4998  -1.17
C  3.3630  1.2519  1.1460  0.97
C  4.1921  2.0776  0.3487  0.13
Br  5.8070  2.8031  1.0753  -0.33
C  3.8648  2.3755  -0.9430  -0.36
C  2.7099  1.8438  -1.5186  -0.40
Br  2.2615  2.3102  -3.3016  -0.27
C  1.8351  0.9978  -0.8184  0.43
O  0.8176  0.4467  -1.3139  -0.29
C  2.1926  0.7283  0.5710  -0.23
N  1.3018  -0.0703  1.2440  1.23
H  0.9924  -1.4645  4.2412  0.45
H  0.3783  -2.1405  2.6980  0.16
H  -0.3740  -0.7204  3.3570  0.15
H  2.8738  -0.1438  4.1853  0.40
H  4.4899  1.2740  3.0005  0.29
H  4.5035  3.0250  -1.5266  0.39
O  5.5735  -6.5255  -1.6330  -0.51
C  5.1665  -5.4328  -2.3466  0.62
O  5.7465  -5.1824  -3.3716  -0.62
C  4.0349  -4.6619  -1.7847  0.96
C  3.4357  -4.9389  -0.5515  -0.73
C  2.3101  -4.2636  -0.1311  -1.03
C  1.6869  -3.2818  -0.9385  0.32
S  0.1485  -2.6328  -0.5301  -0.64
C  2.3631  -2.9477  -2.1351  -0.41
C  3.4921  -3.6237  -2.5458  -0.74
H  4.9729  -6.6437  -0.8895  0.28
H  3.8565  -5.6747  0.1319  0.15
H  1.8626  -4.4866  0.8292  0.33
H  1.9500  -2.1511  -2.7416  0.44
H  3.9775  -3.3711  -3.4806  0.40
C  -0.9583  1.4106  0.6198  -0.36
C  -1.3784  2.5071  0.9759  0.13
C  -1.8678  3.7794  1.3891  0.13
C  -2.0282  4.1011  2.7483  -0.42
C  -2.5042  5.3400  3.1477  -0.39
C  -2.8399  6.3084  2.2078  -0.45
C  -2.6905  6.0094  0.8579  -0.37
C  -2.2156  4.7714  0.4553  -0.46
H  -1.7698  3.3487  3.4828  0.41
H  -2.6143  5.5540  4.2054  0.34
H  -3.2106  7.2772  2.5212  0.34
H  -2.9464  6.7518  0.1095  0.34
H  -2.1004  4.5418  -0.5965  0.43

HOMO-LUMO gap: 5.6 eV
charge: -2